Record 1
{
  "formula": "C25H24F4IrN5SSi",
  "method": "ωB97M-V/def2-TZVPD",
  "s2": 0.843,
  "relative_energy_ev": 2.992,
  "lumo_energy_ev": [-4.859, -5.441],
  "total_charge": 1,
  "e_homo_ev": [-10.587, -10.545],
  "total_energy_ha": -2432.02202,
  "orbital_gap_ev": [5.728, 5.104],
  "spin_multiplicity": 2,
  "species": ["Ir", "N", "C", "S", "N", "N", "C", "C", "C", "C", "C", "C", "N", "H", "H", "H", "H", "H", "H", "H", "C", "Si", "C", "C", "N", "C", "C", "C", "C", "C", "C", "F", "H", "H", "H", "H", "H", "H", "H", "H", "H", "H", "H", "H", "H", "F", "C", "F", "F", "C", "C", "C", "C", "C", "C", "C", "C", "H", "H", "H", "H"],
  "xyz": [[-1.0209, -0.4516, -0.9253], [-4.4845, -3.4235, -1.8506], [-3.5705, -2.4565, -1.7040], [-2.5549, -2.5369, -0.3010], [-3.5210, -1.4906, -2.5768], [-2.5854, -0.5640, -2.5183], [-2.6095, 0.4124, -3.3841], [-1.5320, 1.3447, -3.4468], [-1.3735, 2.2145, -4.5388], [-0.2509, 3.0087, -4.6137], [0.6904, 2.9341, -3.5878], [0.4546, 2.0828, -2.5235], [-0.6219, 1.3074, -2.4489], [-4.5167, -4.1779, -1.1855], [-4.9954, -3.5074, -2.7155], [-3.4275, 0.4813, -4.0936], [-2.1277, 2.2346, -5.3085], [-0.0977, 3.6618, -5.4597], [1.5905, 3.5244, -3.6126], [1.1625, 2.0070, -1.7081], [0.3837, -1.8129, 2.6051], [-0.2448, -0.0119, 2.4609], [-0.9937, 0.6581, 4.0838], [1.0525, 1.2231, 1.7978], [-1.4592, 0.0410, 1.1843], [-2.7728, 0.1957, 1.4097], [-3.4633, -0.4186, 2.4765], [-4.8125, -0.2181, 2.6516], [-5.5327, 0.6000, 1.7885], [-4.8943, 1.2159, 0.7175], [-3.5517, 1.0002, 0.5441], [-2.8928, 1.5722, -0.5005], [1.2314, -1.8751, 3.2814], [0.6865, -2.1878, 1.6311], [-0.3874, -2.4759, 2.9875], [-0.2311, 1.1565, 4.6744], [-1.4154, -0.1261, 4.7044], [-1.7830, 1.3804, 3.8893], [2.0620, 0.9031, 2.0204], [0.9178, 2.1993, 2.2509], [0.9558, 1.3325, 0.7210], [-2.9111, -1.0858, 3.1154], [-5.3212, -0.7015, 3.4707], [-6.5884, 0.7542, 1.9403], [-5.4316, 1.8537, 0.0321], [8.0856, 0.6721, 0.1562], [7.5648, -0.4014, 0.7722], [8.3286, -1.4464, 0.4154], [7.7446, -0.2201, 2.0851], [6.1213, -0.6166, 0.4078], [5.7701, -0.6849, -0.9366], [4.4514, -0.8845, -1.2876], [3.4719, -1.0120, -0.2940], [3.8474, -0.9835, 1.0566], [5.1643, -0.7750, 1.4034], [2.1022, -1.0842, -0.6201], [0.8973, -1.0233, -0.8337], [6.5262, -0.5611, -1.6964], [4.1642, -0.9190, -2.3265], [3.0977, -1.1169, 1.8212], [5.4515, -0.7205, 2.4418]],
  "forces_ev_per_a": [[-2.9701, -0.9965, -0.2025], [0.0265, -0.0134, 0.0125], [0.7287, 0.7584, 0.2756], [1.9418, 1.3148, 0.1137], [-1.7271, -0.5323, -1.4440], [1.5222, 0.7745, -0.0928], [-0.8925, -1.4712, 0.6167], [1.0636, 0.9797, -0.1275], [-0.4001, -0.5953, 0.6631], [0.5209, 0.0112, 0.4270], [-0.3966, 0.1158, -0.3960], [0.2009, -0.0261, 0.2209], [0.2518, -0.9326, 0.7706], [0.0220, 0.0138, -0.1215], [-0.0053, 0.1373, 0.0899], [-0.0130, -0.1504, -0.0017], [-0.0865, -0.0297, -0.0962], [0.0130, 0.0559, -0.0247], [0.1031, 0.0685, 0.0310], [-0.0208, -0.0753, 0.0025], [-0.4228, 0.8482, -0.1581], [1.4869, -0.1108, 0.8706], [0.1736, -0.3908, -0.6425], [-0.6085, -0.4346, 0.3184], [0.9978, -0.5187, -1.7063], [-0.4716, 0.3748, -0.4153], [-0.0767, 0.1394, 0.1057], [0.0755, -0.1465, 0.2089], [0.2118, 0.0344, -0.1392], [0.1092, 0.1394, -0.1574], [0.1596, -0.0998, -0.4703], [-0.5572, 0.0113, 0.4488], [0.1439, 0.0615, 0.1327], [0.0853, 0.0239, -0.1375], [-0.1902, -0.0464, 0.1111], [0.2164, 0.0707, 0.0103], [-0.0651, -0.1667, 0.0817], [-0.0511, 0.1514, -0.0562], [0.2397, -0.1114, 0.0246], [-0.1281, 0.2000, 0.1361], [0.0489, -0.0877, -0.1007], [0.0398, -0.0944, 0.1758], [-0.0236, -0.0885, 0.0627], [-0.1136, 0.0227, 0.0152], [0.0081, 0.0523, -0.0552], [-0.0722, 0.1741, -0.1609], [0.1576, -0.0018, -0.0236], [-0.0060, -0.1977, -0.0947], [-0.1103, 0.0161, 0.2208], [0.0026, -0.0383, 0.1049], [0.0598, 0.0364, 0.2763], [-0.1403, 0.0579, 0.2303], [0.8786, -0.0627, 0.1929], [-0.0619, -0.0328, -0.3942], [0.3093, 0.0412, -0.1311], [-2.3720, 0.0391, -0.5683], [0.1773, 0.8129, 1.0629], [0.0827, -0.0229, -0.0794], [-0.0626, -0.0196, -0.0975], [-0.0648, -0.0031, 0.0157], [0.0520, -0.0396, 0.0655]]
}

***

Record 2
{
  "formula": "C25H24F5O2Si",
  "method": "ωB97M-V/def2-TZVPD",
  "relative_energy_ev": 0.000,
  "lumo_energy_ev": -5.706,
  "total_charge": 1,
  "e_homo_ev": -10.888,
  "total_energy_ha": -1906.08389,
  "orbital_gap_ev": 5.182,
  "species": ["C", "Si", "C", "C", "O", "C", "C", "C", "C", "F", "C", "F", "C", "F", "C", "F", "C", "F", "H", "H", "H", "H", "H", "H", "H", "H", "H", "H", "H", "C", "O", "C", "C", "C", "C", "C", "C", "C", "C", "C", "C", "C", "C", "C", "H", "H", "H", "H", "H", "H", "H", "H", "H", "H", "H", "H", "H"],
  "xyz": [[-1.7135, 5.5548, 1.1712], [-1.7740, 3.8408, 0.4240], [-1.5814, 2.5284, 1.7471], [-3.3528, 3.5950, -0.5474], [-0.5253, 3.7524, -0.6932], [0.5002, 2.8327, -0.5815], [0.2761, 1.5605, -0.9435], [1.8210, 3.2835, -0.1017], [2.8465, 2.3777, 0.1930], [2.6169, 1.0536, 0.2341], [4.1116, 2.8315, 0.5351], [5.0896, 1.9483, 0.7938], [4.3669, 4.1898, 0.6226], [5.5937, 4.6276, 0.9478], [3.3462, 5.0941, 0.3807], [3.5727, 6.4124, 0.4966], [2.0784, 4.6495, 0.0395], [1.1021, 5.5672, -0.0661], [-2.5155, 5.6993, 1.8891], [-0.7563, 5.7005, 1.6637], [-1.8026, 6.2923, 0.3792], [-2.3831, 2.5989, 2.4760], [-1.6031, 1.5397, 1.3003], [-0.6322, 2.6572, 2.2573], [-4.2275, 3.6388, 0.0943], [-3.4242, 4.3712, -1.3033], [-3.3230, 2.6313, -1.0470], [1.0528, 0.8269, -0.9072], [-0.6836, 1.2611, -1.3087], [-0.7408, -1.6513, -5.0244], [-1.4813, -1.1666, -3.9278], [-1.1985, -1.7610, -2.7108], [-1.9878, -1.3828, -1.6084], [-1.8167, -1.9496, -0.3816], [-0.8435, -2.9561, -0.1600], [-0.7898, -3.5450, 1.1209], [-0.0706, -4.6567, 1.6485], [-0.1270, -4.8615, 3.0441], [0.5585, -5.8855, 3.6481], [1.3189, -6.7546, 2.8870], [1.3607, -6.6116, 1.5109], [0.6701, -5.5922, 0.8963], [0.0019, -3.2740, -1.2520], [-0.1796, -2.7074, -2.4829], [-1.0690, -1.1132, -5.9150], [0.3233, -1.4629, -4.8726], [-0.9357, -2.7164, -5.1655], [-2.7474, -0.6375, -1.7598], [-2.4428, -1.6448, 0.4392], [-1.4311, -3.0663, 1.8418], [-0.7148, -4.1894, 3.6450], [0.5019, -6.0152, 4.7178], [1.8716, -7.5464, 3.3654], [1.9364, -7.3094, 0.9221], [0.6548, -5.5480, -0.1748], [0.8369, -3.9297, -1.0997], [0.4651, -2.9815, -3.2977]],
  "forces_ev_per_a": [[0.0666, -0.5825, -0.2364], [-0.5910, 0.4980, 0.2705], [0.0668, 0.2357, -0.4499], [0.5178, 0.0259, 0.2335], [1.0167, -0.7770, 0.3171], [-1.1039, -0.7768, -0.3790], [0.2198, 0.5445, 0.0284], [-0.5800, 0.3023, -0.1481], [0.1244, 0.5959, 0.2778], [0.5839, 0.3254, 0.0161], [0.1872, -0.5832, 0.0553], [-0.3481, 0.3471, -0.0455], [0.5048, 0.2911, 0.0147], [-0.7076, -0.2756, -0.1662], [-0.0214, 0.7299, 0.0751], [-0.0072, -0.6207, -0.0115], [0.1222, -0.0054, 0.3112], [0.8127, -0.2873, -0.1682], [-0.1098, 0.0740, 0.1075], [0.0694, 0.1146, 0.1448], [-0.0282, 0.1907, -0.0669], [-0.1290, 0.0741, 0.1135], [0.0281, -0.2442, 0.0013], [0.1820, -0.0676, 0.1833], [-0.1640, 0.0156, 0.0600], [-0.1135, 0.0957, -0.1509], [-0.1110, -0.1869, -0.1354], [-0.0496, -0.1653, -0.1043], [-0.4491, 0.0601, -0.1680], [0.4049, -0.1617, -0.8132], [0.2150, -0.9591, 2.9257], [-0.6041, 0.6792, -0.9941], [-0.2686, 0.3577, -0.3689], [0.0670, -0.0381, -0.1208], [0.2417, -0.2863, 0.4911], [0.2271, -0.0444, -0.7011], [0.0807, -0.1961, 0.0412], [-0.1660, 0.2957, -0.1598], [-0.0169, -0.0319, 0.3599], [0.0216, 0.0655, 0.1097], [0.0824, 0.0159, -0.3551], [-0.0683, 0.0391, -0.0894], [-0.1154, 0.1495, 0.0240], [0.0870, 0.0347, -0.5708], [-0.0508, -0.0024, 0.2706], [0.0065, -0.0624, -0.1138], [0.1100, 0.0196, -0.0479], [-0.1859, 0.1884, -0.0611], [-0.1850, 0.0823, 0.1355], [-0.2076, 0.1606, 0.2533], [-0.1232, 0.1753, 0.1448], [-0.0096, 0.0253, 0.0789], [0.0487, -0.1424, 0.0551], [-0.0248, -0.0357, -0.1038], [0.0546, -0.0662, -0.2148], [0.1618, -0.1139, -0.1149], [0.2280, -0.0963, -0.0401]]
}

***

Question: Which formula does entry 1 have?
Answer: C25H24F4IrN5SSi